Arrangement a

# C17H22N2O4

C17H22N2O4 in the gas phase (the ωB97M-V functional and the def2-TZVPD basis, the OMol25 dataset).

Properties
LUMO = -0.1 eV
gap between HOMO and LUMO = 8.2 eV
SMILES = CCOc1ccc2[nH]c(=O)c(CN(CCO)C(=O)CC)cc2c1
E_HOMO = -8.303 eV

Last column: Mulliken charge in e.
Atoms and positions in Å:
C 4.148 -4.532 -3.721  -1.43
C 3.346 -3.438 -3.035  -0.25
O 1.974 -3.754 -3.183  -0.38
C 1.045 -2.911 -2.671  0.34
C -0.292 -3.295 -2.879  -0.71
C -1.329 -2.526 -2.418  -0.78
C -1.066 -1.339 -1.728  -0.47
N -2.073 -0.534 -1.270  -0.04
C -1.917 0.655 -0.596  0.34
O -2.896 1.320 -0.303  -0.74
C -0.530 1.025 -0.317  0.55
C -0.306 2.297 0.465  -1.96
N -0.656 2.184 1.869  0.40
C -1.963 2.691 2.280  -0.93
C -1.887 4.115 2.845  -0.46
O -1.625 4.149 4.222  -0.59
C 0.164 1.703 2.833  0.65
O -0.143 1.780 4.013  -0.77
C 1.463 1.056 2.390  0.00
C 2.258 0.558 3.591  -1.49
C 0.487 0.266 -0.785  -0.11
C 0.265 -0.946 -1.506  0.59
C 1.314 -1.743 -1.984  -0.08
H 3.930 -5.494 -3.265  0.33
H 5.210 -4.326 -3.629  0.42
H 3.883 -4.581 -4.774  0.32
H 3.559 -2.464 -3.497  0.35
H 3.607 -3.387 -1.969  0.35
H -0.475 -4.212 -3.415  0.45
H -2.351 -2.829 -2.587  0.38
H -3.031 -0.802 -1.464  0.22
H -0.943 3.077 0.039  0.47
H 0.737 2.607 0.363  0.61
H -2.354 2.031 3.060  0.50
H -2.627 2.643 1.419  0.35
H -1.115 4.680 2.294  0.22
H -2.846 4.622 2.700  0.36
H -1.046 3.394 4.431  0.41
H 2.057 1.784 1.832  0.29
H 1.225 0.223 1.725  0.24
H 3.183 0.088 3.265  0.44
H 1.673 -0.164 4.154  0.32
H 2.495 1.385 4.254  0.33
H 1.512 0.571 -0.624  0.49
H 2.325 -1.416 -1.799  0.47

---

Arrangement b

# C17H22N2O4

C17H22N2O4 in the gas phase (the ωB97M-V functional and the def2-TZVPD basis, the OMol25 dataset).

Properties
LUMO = 0.2 eV
gap between HOMO and LUMO = 8.7 eV
SMILES = Cc1c(O)ccc2c(CN3CCN(CCO)CC3)cc(=O)oc12
E_HOMO = -8.480 eV

Last column: Mulliken charge in e.
Atoms and positions in Å:
C 4.905 -2.143 1.832  -1.51
C 3.414 -2.220 1.929  0.65
C 2.779 -3.021 2.874  1.21
O 3.544 -3.744 3.731  -0.61
C 1.384 -3.075 2.930  -1.12
C 0.617 -2.336 2.063  -1.07
C 1.214 -1.511 1.104  0.13
C 0.492 -0.702 0.153  1.25
C -1.013 -0.680 0.167  -1.33
N -1.546 0.415 -0.617  0.30
C -1.469 1.679 0.093  -0.80
C -1.890 2.810 -0.835  -0.86
N -3.257 2.604 -1.278  0.01
C -3.729 3.725 -2.076  -0.61
C -5.240 3.667 -2.342  -0.63
O -5.576 3.196 -3.625  -0.53
C -3.347 1.331 -1.969  -0.59
C -2.913 0.199 -1.042  -1.02
C 1.190 0.011 -0.758  -0.25
C 2.636 0.028 -0.797  -0.16
O 3.309 0.655 -1.579  -0.64
O 3.284 -0.726 0.145  -0.58
C 2.619 -1.477 1.050  0.45
H 5.233 -1.112 1.948  0.32
H 5.232 -2.481 0.850  0.31
H 5.362 -2.760 2.599  0.37
H 2.979 -4.252 4.326  0.27
H 0.908 -3.709 3.666  0.26
H -0.457 -2.402 2.123  0.41
H -1.372 -0.639 1.211  0.40
H -1.365 -1.622 -0.267  0.53
H -0.441 1.840 0.424  0.52
H -2.129 1.676 0.979  0.30
H -1.837 3.759 -0.296  0.45
H -1.191 2.853 -1.688  0.31
H -3.506 4.631 -1.509  0.45
H -3.203 3.795 -3.045  0.39
H -5.717 3.059 -1.560  0.34
H -5.662 4.673 -2.301  0.34
H -5.182 2.327 -3.761  0.32
H -4.384 1.150 -2.259  0.42
H -2.710 1.317 -2.873  0.31
H -2.971 -0.749 -1.584  0.39
H -3.605 0.159 -0.182  0.40
H 0.684 0.607 -1.499  0.51

---

Arrangement c

# C17H22N2O4

C17H22N2O4 in the gas phase (the ωB97M-V functional and the def2-TZVPD basis, the OMol25 dataset).

Properties
LUMO = 0.8 eV
gap between HOMO and LUMO = 8.8 eV
SMILES = CCc1noc(C)c1C(=O)NCCc1ccc(OC)c(OC)c1
E_HOMO = -8.028 eV

Last column: Mulliken charge in e.
Atoms and positions in Å:
C 2.881 -3.415 1.212  -1.09
C 1.411 -3.176 1.558  -0.73
C 1.135 -1.731 1.797  0.55
N 0.726 -1.346 2.975  -0.84
O 0.608 0.004 2.958  -0.17
C 0.969 0.466 1.758  -0.57
C 0.936 1.924 1.511  -1.37
C 1.313 -0.594 0.946  1.82
C 1.703 -0.453 -0.469  0.37
O 2.145 0.588 -0.919  -0.70
N 1.550 -1.571 -1.232  0.02
C 1.502 -1.465 -2.670  -0.94
C 0.045 -1.368 -3.168  -1.26
C -0.656 -0.289 -2.395  0.41
C -0.575 1.041 -2.771  -1.08
C -1.099 2.029 -1.959  -0.38
C -1.703 1.734 -0.744  1.19
O -2.184 2.701 0.111  -0.37
C -2.059 4.050 -0.262  -1.03
C -1.814 0.386 -0.361  0.06
O -2.361 -0.120 0.783  -0.47
C -3.036 0.701 1.708  -0.80
C -1.292 -0.591 -1.201  -0.07
H 3.513 -3.088 2.034  0.35
H 3.167 -2.864 0.319  0.29
H 3.058 -4.474 1.042  0.37
H 0.768 -3.561 0.761  0.33
H 1.155 -3.708 2.475  0.38
H 1.564 2.437 2.237  0.51
H -0.080 2.301 1.616  0.18
H 1.303 2.115 0.506  0.24
H 1.033 -2.339 -0.833  0.10
H 2.001 -2.331 -3.115  0.40
H 2.045 -0.556 -2.932  0.46
H 0.052 -1.144 -4.235  0.44
H -0.456 -2.327 -3.015  0.34
H -0.086 1.316 -3.693  0.38
H -1.010 3.055 -2.277  0.40
H -2.490 4.618 0.561  0.28
H -2.614 4.270 -1.180  0.36
H -1.010 4.338 -0.391  0.37
H -3.436 0.014 2.454  0.30
H -3.856 1.250 1.240  0.31
H -2.361 1.406 2.196  0.22
H -1.398 -1.614 -0.872  0.43

---

What are the relative energies? In hartree: arrangement a 0.0000; arrangement b 0.0424; arrangement c 0.0817.